Record 1
The following is a DFT calculation (ωB97M-V/def2-TZVPD) of 2 unconnected molecules or ions with the total composition C5H16N2O at a distorted geometry.

CARTESIAN COORDINATES (ANGSTROEM)
1 C 1.959 -2.308 0.218
2 H -1.082 -0.920 0.905
3 O -2.101 0.317 3.231
4 H -1.007 1.010 -2.774
5 H 0.043 -2.496 -0.221
6 H -2.046 -0.642 3.258
7 H -2.638 0.720 2.450
8 H 0.005 1.229 0.741
9 H 2.498 -2.376 1.156
10 H -1.211 3.285 -0.586
11 H 2.248 -3.219 -0.397
12 H 1.687 0.321 0.492
13 H 2.408 -1.573 -0.585
14 C 0.268 0.700 -1.256
15 C 0.493 0.405 0.279
16 H 0.278 -0.817 1.933
17 H -0.203 3.168 -2.047
18 N 0.516 -2.148 0.501
19 H 1.185 1.238 -1.630
20 N -1.031 2.822 -1.582
21 C -0.956 1.341 -1.734
22 C 0.035 -0.865 0.962
23 H -1.913 0.900 -1.352
24 H 0.566 -0.092 -1.962

ΔE to the lowest compared entry with this formula, charge and spin   289.06 kJ/mol
HOMO-LUMO gap   9.372 eV
SMILES   CNCCCCN.O
Net charge   0

Record 2
The following is a DFT calculation (ωB97M-V/def2-TZVPD) of 2 unconnected molecules or ions with the total composition CH3NO2S at a distorted geometry.

CARTESIAN COORDINATES (ANGSTROEM)
1 O -1.124 -0.083 1.148
2 O -1.308 -1.299 -0.717
3 C 0.621 -0.132 -0.259
4 S 0.733 1.686 -0.322
5 H 1.042 -0.550 -1.155
6 N -0.703 -0.549 0.048
7 H 1.281 -0.846 1.001
8 H -0.542 1.772 0.256

ΔE to the lowest compared entry with this formula, charge and spin   471.82 kJ/mol
HOMO-LUMO gap   8.898 eV
Net charge   0

Record 3
The following is a DFT calculation (ωB97M-V/def2-TZVPD) of 2 unconnected molecules or ions with the total composition C4H11NO2 at a distorted geometry.

CARTESIAN COORDINATES (ANGSTROEM)
1 H -2.581 -0.838 -2.729
2 H 3.430 1.265 0.332
3 H -3.664 -0.337 -1.826
4 O -3.477 -1.044 -2.453
5 C 2.529 1.540 0.897
6 H 2.584 1.081 1.888
7 H -0.362 -1.410 -0.747
8 H 2.300 -0.348 -0.346
9 H 2.571 2.616 1.066
10 C 0.328 -1.150 0.052
11 N 1.310 1.198 0.230
12 C 1.268 -0.045 -0.531
13 H 0.975 -1.990 0.298
14 C -0.366 -0.608 1.273
15 H 0.987 2.005 -0.268
16 O -1.385 0.031 1.202
17 H 1.128 0.061 -1.590
18 H 0.244 -0.519 2.188

ΔE to the lowest compared entry with this formula, charge and spin   210.11 kJ/mol
HOMO-LUMO gap   9.698 eV
SMILES   CNCCC=O.O
Net charge   0

Record 4
The following is a DFT calculation (ωB97M-V/def2-TZVPD) of a molecular structure, C44H53N7O9PSTl at a distorted geometry.

CARTESIAN COORDINATES (ANGSTROEM)
1 C -2.503 -16.146 16.446
2 C -0.256 -16.175 17.336
3 C -1.491 -14.102 17.323
4 P 1.315 -13.884 18.095
5 H 4.384 -6.423 17.308
6 C 7.310 -6.343 18.853
7 C 7.088 -6.888 17.438
8 H 5.681 -13.578 24.007
9 C -1.356 -16.823 16.669
10 C 9.710 -16.440 22.941
11 H 2.024 -3.038 17.220
12 C 2.245 -4.948 18.296
13 H 2.145 -6.813 17.078
14 H 11.455 -17.846 21.630
15 H 8.722 -18.623 20.400
16 N 4.644 -7.315 17.735
17 H 11.564 -13.378 21.765
18 C 0.776 -11.338 17.066
19 C 2.524 -12.590 15.974
20 H 4.346 -10.176 23.779
21 H 3.272 -13.414 15.955
22 C -0.265 -14.725 17.545
23 O 8.732 -16.133 19.361
24 H 6.197 -4.410 18.557
25 C -0.444 -12.959 21.751
26 H 0.186 -11.220 17.966
27 H 2.319 -11.580 19.428
28 C 1.978 -6.474 18.120
29 H 4.312 -17.705 23.855
30 O 6.392 -15.149 23.103
31 C 1.584 -12.010 20.146
32 O 10.559 -16.630 23.775
33 C 3.461 -15.831 21.931
34 H 9.974 -19.812 20.669
35 H -1.300 -13.316 22.375
36 C 2.631 -15.665 26.129
37 H 11.182 -15.282 20.060
38 H 10.946 -17.645 19.936
39 C 1.935 -14.922 25.134
40 C 0.805 -13.086 19.659
41 H -0.022 -2.513 18.178
42 C 1.468 -3.979 17.430
43 C 3.496 -16.672 25.656
44 H 9.248 -18.955 22.166
45 C 10.611 -17.780 20.946
46 O 0.974 -17.343 19.211
47 H 1.414 -14.735 23.036
48 H 3.249 -11.827 14.197
49 H -1.714 -13.055 17.656
50 H 0.879 -6.745 18.370
51 C -0.219 -13.584 20.476
52 H 4.496 -12.604 24.818
53 C 0.883 -10.313 16.124
54 C 3.073 -16.029 23.363
55 C 3.702 -16.891 24.290
56 H 3.354 -4.723 18.147
57 C 10.629 -13.912 21.626
58 H 0.114 -11.466 23.121
59 H -0.893 -14.417 20.183
60 C 2.009 -15.232 23.807
61 C 5.864 -7.872 17.259
62 N 8.367 -16.279 23.317
63 H 11.999 -15.569 21.653
64 N 1.089 -13.822 25.573
65 C 0.012 -3.560 17.918
66 H 10.042 -13.860 22.560
67 H 1.909 -10.514 21.664
68 C 10.021 -16.358 21.420
69 H -0.715 -3.825 17.185
70 O 1.556 -13.128 26.499
71 O 4.312 -16.570 21.421
72 H 0.261 -9.450 16.297
73 H 7.049 -7.173 19.534
74 O 5.835 -12.260 21.952
75 C 9.553 -18.894 21.068
76 H -1.143 -17.850 16.401
77 H 3.764 -17.504 26.315
78 H 5.750 -5.498 19.938
79 C -2.587 -14.797 16.808
80 N 7.697 -15.335 21.236
81 H 7.011 -6.095 16.642
82 C 0.277 -11.881 22.184
83 H 1.367 -4.415 16.384
84 H 8.284 -16.213 24.328
85 N 2.777 -7.232 19.058
86 S 4.905 -8.593 20.034
87 O 3.067 -14.761 21.409
88 H 4.811 -10.189 22.107
89 H 6.087 -8.833 17.718
90 C 2.596 -11.548 15.004
91 C 1.287 -11.394 21.367
92 C 8.720 -16.000 20.579
93 H -3.585 -14.342 16.676
94 C 4.077 -7.581 18.909
95 H 7.174 -4.550 20.080
96 C 11.070 -15.294 21.183
97 H 2.353 -7.688 19.852
98 H -3.313 -16.667 16.023
99 H 7.945 -7.518 17.171
100 H 8.406 -6.139 19.021
101 N 5.292 -12.657 24.166
102 H -0.306 -4.122 18.844
103 Tl 5.433 -14.453 20.256
104 H 1.863 -9.591 14.393
105 C 0.469 -16.932 18.256
106 C 1.829 -10.421 15.121
107 H 5.783 -8.101 16.174
108 C 5.264 -11.899 23.015
109 H 10.060 -13.402 20.880
110 C 1.529 -12.495 16.953
111 O -0.008 -13.705 25.054
112 H 2.507 -15.363 27.141
113 C 7.411 -15.554 22.535
114 C 6.542 -5.084 19.327
115 H 2.008 -4.712 19.293
116 N 4.544 -10.742 22.923

ΔE to the lowest compared entry with this formula, charge and spin   280.25 kJ/mol
HOMO-LUMO gap (spin up / spin down)   2.448 / 2.447 eV
Net charge   -2

Record 5
The following is a DFT calculation (ωB97M-V/def2-TZVPD) of a molecular structure, C16H14BF5N6OPb at a distorted geometry.

CARTESIAN COORDINATES (ANGSTROEM)
1 C -2.615 2.421 4.324
2 C 3.180 -1.391 -2.714
3 C -0.978 -0.998 -3.604
4 C 0.479 -3.538 2.121
5 C -3.179 2.480 3.041
6 C 0.502 3.667 -1.342
7 H 4.738 -2.785 -2.046
8 O -1.209 0.002 1.323
9 H 0.248 -2.753 1.395
10 H 3.543 -2.351 0.410
11 N 2.309 -1.019 -0.716
12 H 0.287 3.127 0.832
13 C -1.712 -1.767 -1.642
14 F -0.316 -0.386 3.907
15 C -2.806 1.571 2.070
16 H 0.960 -4.381 1.616
17 H 1.146 -3.123 2.888
18 F -3.260 1.723 0.808
19 H -2.850 -2.166 -3.546
20 Pb 1.225 0.085 1.131
21 F -1.060 1.437 5.852
22 H 0.389 4.732 -1.420
23 H 1.426 0.438 -3.849
24 H 3.242 -1.290 -3.784
25 H -0.762 -0.695 -4.620
26 C -1.785 0.604 2.311
27 C 0.751 2.795 -2.401
28 H 0.836 2.973 -3.455
29 F -2.982 3.336 5.242
30 N -0.143 -0.628 -2.619
31 B 1.152 0.219 -2.705
32 F -4.029 3.484 2.728
33 C -1.312 0.518 3.661
34 N 2.232 -0.710 -2.052
35 C 3.907 -2.153 -1.807
36 C 3.315 -1.919 -0.558
37 C 0.464 2.865 -0.199
38 C -2.015 -1.729 -3.030
39 N -0.571 -1.095 -1.400
40 H -0.466 -3.907 2.534
41 H -2.247 -2.264 -0.844
42 N 0.896 1.547 -1.923
43 C -1.664 1.437 4.636
44 N 0.736 1.586 -0.552

ΔE to the lowest compared entry with this formula, charge and spin   0.00 kJ/mol
HOMO-LUMO gap (spin up / spin down)   6.149 / 5.141 eV
Net charge   +2

Record 6
The following is a DFT calculation (ωB97M-V/def2-TZVPD) of a molecular structure, C28H26Br2N5NbOSeSi at a distorted geometry.

CARTESIAN COORDINATES (ANGSTROEM)
1 H 5.328 1.571 -1.310
2 Si -2.073 2.065 0.250
3 C -0.880 3.485 -0.317
4 N 4.803 2.663 -3.702
5 C 1.265 1.618 -4.244
6 H 1.808 -3.510 1.228
7 Nb -0.114 -0.270 -0.714
8 H 0.758 2.454 4.857
9 C 0.086 -0.614 2.500
10 C -1.213 -3.536 2.666
11 N -0.131 0.285 -2.768
12 H -3.879 3.052 1.755
13 H 0.617 -1.896 4.161
14 H 0.576 0.159 5.785
15 H -0.261 -6.726 3.178
16 Br -3.825 -1.820 1.242
17 C 0.896 -5.202 2.227
18 C 0.403 -0.826 3.832
19 H -4.237 1.329 -0.777
20 C 1.056 0.996 -2.977
21 H -0.110 3.753 0.437
22 C 0.395 1.589 4.226
23 Se 4.724 3.093 -5.464
24 H -2.347 3.235 2.453
25 C -0.108 1.813 2.918
26 C 2.695 0.046 0.194
27 H -2.064 -2.861 2.786
28 H -3.104 1.585 2.496
29 H -3.927 -2.812 -1.205
30 C -2.957 2.480 1.901
31 C 2.142 0.894 -1.990
32 C 0.256 1.501 -5.183
33 C 4.331 1.289 -1.062
34 H -2.114 -0.240 -3.519
35 C 0.991 -3.866 1.826
36 C -3.188 1.366 -1.084
37 H -2.908 0.310 -1.242
38 H -0.236 2.772 2.432
39 H 0.486 2.062 -6.135
40 C 3.660 2.006 -3.460
41 H 2.503 -0.653 0.982
42 N 1.852 0.042 -0.890
43 H 1.758 -5.871 2.029
44 H 4.590 0.625 1.024
45 C -0.302 0.727 2.063
46 N 2.965 2.631 -5.596
47 C 0.457 0.274 4.707
48 H -3.079 -3.949 0.040
49 C -0.244 -5.697 2.813
50 H -2.310 -5.338 3.298
51 H -2.947 2.000 -1.897
52 C -1.167 0.347 -3.712
53 H -1.391 4.407 -0.589
54 C 2.621 2.058 -4.499
55 H -1.715 0.845 -5.705
56 H -0.307 3.176 -1.203
57 N -0.858 0.848 0.725
58 C 3.948 0.626 0.122
59 C 3.383 1.476 -2.135
60 C -1.369 -4.884 2.974
61 Br -1.523 -2.287 -1.119
62 C -0.958 0.883 -4.940
63 C -0.057 -2.996 2.047
64 O -0.142 -1.652 1.618
65 C -3.306 -2.934 -0.356

ΔE to the lowest compared entry with this formula, charge and spin   118.90 kJ/mol
HOMO-LUMO gap (spin up / spin down)   4.304 / 4.304 eV
Net charge   +4

Record 7
The following is a DFT calculation (ωB97M-V/def2-TZVPD) of 3 unconnected molecules or ions with the total composition C33H36BrClF7NO18S4.

CARTESIAN COORDINATES (ANGSTROEM)
1 F 3.764 4.001 5.835
2 C 0.061 1.855 1.778
3 C -4.304 -4.338 -8.651
4 H 2.998 -2.548 -4.796
5 H -4.541 -4.699 -7.650
6 C -1.949 0.274 -2.706
7 H -1.880 1.502 -4.879
8 O -1.319 1.230 -2.352
9 C 3.727 2.075 -1.915
10 C -3.876 1.098 -5.642
11 O -1.739 -0.833 0.668
12 C -1.752 -1.144 -2.216
13 C 2.474 -0.342 -2.995
14 C -1.201 -0.018 5.694
15 C 4.156 3.315 4.766
16 C 1.983 2.061 -0.047
17 C 2.901 -1.814 -2.758
18 O 5.070 0.633 -0.521
19 C 0.847 1.502 0.536
20 C 3.325 3.785 3.528
21 F 3.924 4.886 3.037
22 C -6.037 3.966 -5.154
23 O -4.135 -2.053 -8.503
24 O -1.891 -1.974 -8.250
25 H 0.451 1.101 4.854
26 H 1.477 -2.962 -3.954
27 H 2.466 -2.147 -1.815
28 O 1.330 -5.280 10.120
29 H 1.039 -3.305 10.640
30 O -4.572 2.271 -6.085
31 H 2.072 -3.559 9.224
32 Cl -0.036 0.917 8.555
33 O -2.970 0.339 -3.578
34 C -0.543 0.766 4.552
35 H -2.568 -0.380 -6.420
36 H -3.147 2.386 -4.022
37 O 1.268 -1.554 8.356
38 C -0.282 -1.084 6.303
39 C -2.887 -2.586 -8.457
40 C -3.164 0.445 -6.812
41 O 3.934 3.877 0.128
42 S 0.936 -0.489 7.458
43 C 0.721 -0.194 -1.182
44 H -1.526 0.696 6.447
45 O 2.644 -5.231 11.913
46 S 2.711 3.476 0.752
47 H -4.465 -5.136 -9.370
48 H 3.985 -1.822 -2.631
49 O -6.616 1.677 -5.360
50 H 5.495 0.828 0.326
51 H -0.853 -1.861 6.809
52 H -5.037 6.123 -5.079
53 H 3.630 3.152 -1.996
54 C 1.880 0.330 -1.772
55 H 0.579 -0.460 3.132
56 C 3.013 -4.093 11.127
57 C -2.906 1.441 -4.510
58 C 1.742 -5.961 11.214
59 S -0.053 -1.623 -1.871
60 C 0.248 0.393 -0.019
61 C 2.550 -2.827 -3.842
62 H -2.420 -1.311 -1.368
63 F 2.586 1.653 2.733
64 H -1.119 -0.896 3.281
65 H -2.069 -1.822 -3.010
66 C 3.291 2.740 2.389
67 H 3.376 0.176 -3.280
68 H -5.157 -2.917 -10.068
69 O 0.045 2.863 2.413
70 H -2.499 1.167 -7.287
71 Br 1.332 -0.020 -4.559
72 H -3.888 0.038 -7.508
73 H -4.573 0.363 -5.232
74 H -6.000 -2.957 -8.504
75 F 3.972 2.017 4.999
76 C 2.513 1.479 -1.221
77 C -5.035 -3.054 -8.993
78 H -6.543 4.409 -6.014
79 O 1.708 4.462 0.994
80 C -0.431 -0.049 3.256
81 N -0.784 0.737 2.060
82 H 3.929 -4.327 10.582
83 H 3.807 1.713 -2.936
84 H -6.749 3.955 -4.333
85 H -2.087 -0.519 5.301
86 H 0.347 -1.513 5.519
87 C -0.877 -0.024 0.864
88 H -1.120 1.667 4.352
89 O -2.936 -3.920 -8.678
90 C 5.069 1.784 -1.269
91 O 1.970 0.184 6.735
92 F 2.091 4.094 3.921
93 O 6.045 2.441 -1.451
94 H 3.187 -3.234 11.769
95 O 1.368 -7.045 11.519
96 F 4.567 2.338 2.175
97 H 2.980 -3.794 -3.570
98 C 1.818 -3.934 10.207
99 F 5.450 3.538 4.571
100 C -5.773 2.518 -5.518
101 S -4.545 4.919 -4.777

HOMO-LUMO gap   8.155 eV
SMILES   CC[C@@H](Br)c1c(CC(=O)O)c(S(=O)(=O)C(F)(F)C(F)(F)C(F)(F)F)c2c(c1SCC(=O)OC[C@H](C)OC(=O)CS)C(=O)N(CCCCS(=O)(=O)Cl)C2=O.O=C1OCCO1.O=C1OCCO1
Net charge   0

Record 8
The following is a DFT calculation (ωB97M-V/def2-TZVPD) of a molecular structure, C11H21AlCl2NO at a distorted geometry.

CARTESIAN COORDINATES (ANGSTROEM)
1 H 0.661 2.988 0.188
2 H 3.695 -0.225 0.252
3 C -2.184 2.127 -2.304
4 H 1.206 3.450 -1.405
5 Al -1.047 1.112 -1.203
6 H -3.221 -0.556 1.035
7 C 2.735 0.278 0.445
8 C -2.534 -3.491 0.821
9 N -1.909 -2.218 1.087
10 H 2.943 3.831 0.445
11 H -0.418 -3.077 -1.210
12 Cl -2.081 -0.664 -1.962
13 H 4.015 1.800 1.440
14 Cl -1.644 2.063 0.682
15 H 0.389 1.387 -1.971
16 H -3.465 -1.773 2.326
17 H 1.619 -0.685 -1.107
18 O -0.430 -0.616 0.516
19 C 3.005 1.724 1.015
20 H -2.095 -0.611 2.405
21 C 1.389 2.735 -0.595
22 H -3.412 -3.556 1.463
23 H -1.973 3.187 -2.077
24 H 2.252 -0.266 1.294
25 H 3.462 2.719 -0.898
26 C 1.100 1.336 -1.089
27 H 1.042 -2.458 -0.439
28 C 1.783 0.299 -0.729
29 H 2.281 1.863 1.823
30 C -2.720 -1.221 1.750
31 H -1.990 2.045 -3.390
32 C 2.808 2.839 -0.024
33 H 0.144 -3.774 0.348
34 C 0.048 -2.860 -0.245
35 H -1.850 -4.314 1.057
36 C -0.749 -1.820 0.481
37 H -2.855 -3.598 -0.226

ΔE to the lowest compared entry with this formula, charge and spin   252.20 kJ/mol
HOMO-LUMO gap (spin up / spin down)   4.190 / 4.190 eV
Net charge   -1

Record 9
The following is a DFT calculation (ωB97M-V/def2-TZVPD) of a molecular structure, C30H47AsN4PdS3.

CARTESIAN COORDINATES (ANGSTROEM)
1 H 0.346 -4.486 4.205
2 C 3.325 -1.044 -1.446
3 H 3.923 -1.921 -1.700
4 C 4.749 2.023 0.914
5 H -3.702 2.624 1.133
6 C -0.567 -4.833 3.736
7 H -3.761 -6.170 2.041
8 H -0.832 4.850 4.033
9 C -0.130 -1.380 3.783
10 H 0.347 -0.866 -3.862
11 H -2.674 -0.616 2.109
12 H -1.011 0.194 -4.156
13 C 1.342 3.638 -0.099
14 N 0.898 1.645 3.170
15 H -2.221 0.767 0.300
16 H 5.432 1.047 2.658
17 H -2.809 3.848 3.183
18 H 1.153 4.301 -0.942
19 N 2.568 1.106 0.869
20 H 2.494 -0.813 -3.447
21 N -0.894 3.095 2.947
22 C -2.582 -6.140 3.834
23 C -2.871 -5.788 2.522
24 C 5.289 0.817 1.598
25 H -2.694 -1.782 0.772
26 C -0.512 -2.153 -1.774
27 Pd 0.654 0.000 0.473
28 H 1.274 1.897 5.222
29 C 5.065 4.194 -0.049
30 H 0.175 2.143 -3.293
31 C 0.061 -3.549 1.670
32 C 3.030 -0.231 -2.699
33 H 1.485 4.351 3.417
34 S 2.121 1.297 -2.375
35 H 3.356 5.320 -0.691
36 C -2.816 2.304 1.680
37 H -0.469 -0.381 4.051
38 C -2.011 -4.956 1.823
39 H -2.236 -4.697 0.794
40 C 2.801 3.404 0.063
41 H -0.985 -2.635 -2.632
42 H 0.806 2.703 -0.220
43 H 1.425 0.901 2.737
44 H -2.778 -2.363 2.452
45 H -1.048 -2.499 -0.889
46 S -0.834 -0.376 -1.844
47 H -0.701 -2.129 4.330
48 As -0.429 -1.663 1.900
49 C 3.301 2.134 0.630
50 C 0.740 1.240 -3.535
51 H 6.266 0.546 1.200
52 C -1.428 -5.666 4.438
53 C -0.854 -4.467 2.424
54 H 3.898 -0.458 -0.725
55 H 4.602 -0.021 1.536
56 H 3.990 0.026 -3.150
57 C -0.167 0.018 -3.488
58 H -1.598 2.357 -0.097
59 C 1.518 2.374 4.269
60 S 1.945 -1.689 -0.459
61 C -2.355 -1.607 1.792
62 N -0.567 1.328 1.426
63 C -0.466 3.829 4.138
64 C 0.957 -2.555 -1.724
65 C -2.179 3.486 2.370
66 H 2.599 2.319 4.137
67 H 5.748 4.987 -0.329
68 H 1.048 -3.625 -1.528
69 C 3.698 4.387 -0.263
70 C -0.209 2.026 2.494
71 H 0.929 -1.479 4.014
72 H -1.189 -5.954 5.452
73 H 1.104 1.364 -4.556
74 H -3.249 -6.794 4.379
75 H 0.954 4.128 0.800
76 H 0.049 -3.773 0.603
77 H 1.435 -2.368 -2.683
78 H 1.349 4.316 5.175
79 H -0.932 3.401 5.031
80 C 5.587 3.040 0.529
81 H -3.133 1.570 2.427
82 H 1.094 -3.625 2.013
83 C 1.043 3.813 4.259
84 C -1.810 1.675 0.737
85 H 6.654 2.959 0.690
86 H -2.032 4.316 1.672

ΔE to the lowest compared entry with this formula, charge and spin   24.72 kJ/mol
HOMO-LUMO gap (spin up / spin down)   6.008 / 5.931 eV
Net charge   +2